1.
DFT (ωB97M-V/def2-TZVPD) results for a molecular structure, GaH3O3 in a non-equilibrium geometry.

Computed properties:
Charge   +1
Kohn-Sham gap (alpha / beta)   10.982 / 7.945 eV
2S+1   2
⟨S²⟩   0.753

Each line ends with the Löwdin charge.
Geometry (Å):
O -0.58 1.09 -0.72  -0.11
Ga 1.12 0.44 0.17  0.86
O -0.45 1.23 0.73  -0.20
H -0.62 -1.36 0.26  0.16
O 0.35 -1.29 0.15  0.03
H 0.75 -2.12 0.44  0.13
H -0.58 2.01 -1.03  0.13

---

2.
DFT (ωB97M-V/def2-TZVPD) results for a molecular structure, H10N2O2Si4 in a non-equilibrium geometry.

Computed properties:
Energy relative to the best compared isomer or geometry (same formula, charge and spin)   1.145 eV
Kohn-Sham gap   8.393 eV

Each line ends with the Löwdin charge.
Geometry (Å):
N -0.73 -0.02 -0.05  -0.40
N 1.64 1.45 0.41  -0.36
O -3.20 -1.02 0.72  -0.25
O 1.72 -1.31 -0.40  -0.38
Si 0.35 -0.72 -1.21  0.41
Si 0.03 1.49 0.74  0.27
Si -2.43 0.02 -0.30  0.30
Si 2.67 0.17 0.24  0.37
H -3.12 -0.79 1.70  0.09
H 1.53 -2.14 0.23  0.19
H -0.23 -2.12 -1.53  0.02
H 0.97 0.25 -2.02  -0.01
H -0.38 2.66 0.07  -0.05
H -0.23 1.21 2.13  -0.05
H -2.93 1.30 0.14  -0.03
H -2.78 -0.11 -1.64  -0.05
H 3.77 -0.01 -0.79  -0.03
H 3.34 -0.32 1.57  -0.04

---

3.
DFT (ωB97M-V/def2-TZVPD) results for a molecular structure, H10N2Si4 in a non-equilibrium geometry.

Computed properties:
Energy relative to the best compared isomer or geometry (same formula, charge and spin)   2.052 eV
Kohn-Sham gap   8.013 eV

Each line ends with the Löwdin charge.
Geometry (Å):
N 0.77 -0.05 0.89  -0.54
N -0.94 0.17 -0.97  -0.45
Si 1.45 0.24 -0.60  0.66
Si -1.15 0.05 0.65  0.32
Si 1.38 -0.32 2.55  0.48
Si -1.65 0.22 -2.53  0.41
H 1.76 1.58 -1.05  -0.06
H 1.81 -0.89 -1.46  -0.05
H -1.39 -1.24 1.10  -0.08
H -1.71 1.01 1.63  -0.06
H 1.38 0.74 3.52  -0.10
H 2.68 -0.50 2.14  -0.12
H 0.77 -1.59 3.20  -0.06
H -3.02 0.39 -2.91  -0.11
H -1.24 -1.02 -3.04  -0.11
H -0.91 1.21 -3.12  -0.12

---

4.
DFT (ωB97M-V/def2-TZVPD) results for 3 unconnected molecules or ions with the total composition H10N3 in a non-equilibrium geometry.

Computed properties:
Energy relative to the best compared isomer or geometry (same formula, charge and spin)   1.214 eV
Charge   +1
Kohn-Sham gap   10.740 eV

Each line ends with the Löwdin charge.
Geometry (Å):
N 0.11 0.85 -1.39  0.30
H -0.20 1.64 -1.77  0.08
H 0.31 0.81 -0.33  0.11
H -0.61 0.17 -1.33  0.06
H 0.92 0.58 -2.00  0.19
N 1.26 0.67 1.54  0.03
H 0.51 1.03 2.08  0.02
H 2.04 1.34 1.51  0.05
H 1.59 -0.25 1.82  0.05
N -1.38 -1.62 -0.22  -0.02
H -2.22 -1.03 -0.19  0.03
H -0.61 -1.62 0.54  0.06
H -1.72 -2.57 -0.28  0.02

---

5.
DFT (ωB97M-V/def2-TZVPD) results for 4 unconnected molecules or ions with the total composition H10NO3.

Computed properties:
Energy relative to the best compared isomer or geometry (same formula, charge and spin)   0.569 eV
Charge   +1
Kohn-Sham gap   11.328 eV

Each line ends with the Löwdin charge.
Geometry (Å):
N 1.21 -0.32 -0.25  0.30
H 1.46 -1.10 -0.86  0.15
H 1.31 0.54 -0.79  0.16
H 0.19 -0.44 -0.06  0.09
H 1.76 -0.40 0.61  0.10
H -2.77 1.93 -2.78  0.04
H -3.00 2.29 -1.37  0.04
O -2.71 1.54 -1.90  -0.07
H 2.62 0.68 2.96  0.06
H 2.54 -0.87 2.95  0.06
O 2.67 -0.09 2.39  -0.04
H -2.00 -1.24 -1.05  0.07
H -1.90 -1.41 0.45  0.09
O -1.39 -1.11 -0.31  -0.05

---

6.
DFT (ωB97M-V/def2-TZVPD) results for 4 unconnected molecules or ions with the total composition H10NO3.

Computed properties:
Energy relative to the best compared isomer or geometry (same formula, charge and spin)   0.364 eV
Charge   +1
Kohn-Sham gap   12.312 eV

Each line ends with the Löwdin charge.
Geometry (Å):
N 0.11 -0.54 0.41  0.29
H 0.73 -0.15 -0.33  0.08
H 0.63 -0.55 1.28  0.15
H -0.15 -1.49 0.14  0.13
H -0.73 0.03 0.48  0.12
H 2.99 -0.67 -1.29  0.08
H 2.39 0.46 -2.12  0.08
O 2.24 -0.06 -1.32  -0.04
H -0.45 3.17 -0.12  0.06
H 0.92 2.75 0.46  0.05
O 0.04 2.42 0.25  -0.05
H -2.94 -2.55 0.28  0.06
H -2.75 -1.78 1.57  0.06
O -2.43 -1.82 0.65  -0.05

---

7.
DFT (ωB97M-V/def2-TZVPD) results for a molecular structure, H10NO8Zn2 in a non-equilibrium geometry.

Computed properties:
Charge   +4
Kohn-Sham gap (alpha / beta)   7.417 / 5.718 eV
2S+1   2
⟨S²⟩   0.760

Each line ends with the Löwdin charge.
Geometry (Å):
Zn -0.27 0.70 -3.08  1.31
Zn -1.44 1.10 2.15  1.43
N -0.09 -0.71 -0.14  -0.54
O -0.39 0.18 0.61  -0.03
O -0.08 -0.53 -1.33  0.04
O 0.24 -1.78 0.30  0.12
O 1.08 1.90 -1.96  0.02
H 1.16 2.08 -1.03  0.09
H 1.35 2.71 -2.39  0.12
O 2.08 -3.83 0.37  0.27
H 2.70 -3.57 1.05  0.12
H 1.56 -3.04 0.22  0.03
O 0.23 -4.14 2.46  0.31
H 0.38 -3.52 1.75  0.03
H 0.23 -3.61 3.26  0.13
O -1.68 1.72 -2.12  0.01
H -2.63 1.79 -2.17  0.13
H -1.40 2.58 -1.81  0.09
O -1.05 2.95 1.38  0.04
H -0.26 3.43 1.15  0.13
H -1.75 3.59 1.33  0.13

---

8.
DFT (ωB97M-V/def2-TZVPD) results for 5 unconnected molecules or ions with the total composition H10O4S2 in a non-equilibrium geometry.

Computed properties:
Energy relative to the best compared isomer or geometry (same formula, charge and spin)   0.763 eV
Kohn-Sham gap   9.909 eV
Structure (SMILES)   SS.O.O.O.O

Each line ends with the Löwdin charge.
Geometry (Å):
S 0.67 3.24 -3.07  0.26
S 0.25 1.26 -3.61  0.28
H 0.68 3.16 -1.74  -0.22
H 1.52 1.04 -3.90  -0.21
O -2.98 0.31 2.00  -0.05
H -3.12 0.93 2.71  0.03
H -2.03 0.17 1.97  0.01
O 0.08 -2.64 1.09  -0.05
H -0.59 -2.05 1.46  0.03
H 0.08 -3.38 1.69  0.04
O 2.27 -0.70 1.30  -0.07
H 1.61 -0.79 0.60  -0.01
H 2.47 -1.62 1.50  0.03
O -0.51 0.13 -0.42  -0.03
H -0.66 0.26 -1.31  -0.07
H 0.27 0.68 -0.26  0.03